Density functional theory data (ωB97M-V/def2-TZVPD) for C3H4N2O in the gas phase.

The geometry in ORCA input format:
```
! RIJCOSX wB97M-V def2-TZVPD def2/J DEFGRID3
* xyz 0 1
O -1.465 1.477 0.015
C -0.541 0.567 -0.268
C 0.138 -0.235 0.793
N 1.166 -0.824 -0.027
C 0.851 -0.766 -1.321
N -0.159 0.240 -1.445
H -1.759 1.847 -0.837
H 0.512 0.272 1.677
H 1.799 -1.517 0.339
H -0.543 -1.059 1.076
*
```

Summary:
- E_HOMO (eV) = -8.37
- energy above the lowest of the compared OMol25 structures with the same formula, charge and spin (eV) = 2.501
- energy (eV) = -8201.38463
- frontier orbital gap (eV) = 8.943
- LUMO energy (eV) = 0.6